{"formula": "C22H56O14", "method": "ωB97M-V with the def2-TZVPD basis set", "relative_energy_kcal_mol": 120.3, "lumo_energy_ev": 0.5, "homo_energy_ev": -9.15, "smiles": "O=C1OCCO1.COCCOC.COCCOC.COCCOC.COCCOC.CO.CO.CO", "total_energy_ha": -1924.91156, "orbital_gap_ha": 0.355, "species": ["O", "C", "O", "C", "C", "O", "H", "H", "H", "H", "C", "O", "C", "C", "O", "C", "H", "H", "H", "H", "H", "H", "H", "H", "H", "H", "C", "O", "C", "C", "O", "C", "H", "H", "H", "H", "H", "H", "H", "H", "H", "H", "C", "O", "C", "C", "O", "C", "H", "H", "H", "H", "H", "H", "H", "H", "H", "H", "C", "O", "C", "C", "O", "C", "H", "H", "H", "H", "H", "H", "H", "H", "H", "H", "C", "O", "H", "H", "H", "H", "C", "O", "H", "H", "H", "H", "C", "O", "H", "H", "H", "H"], "coordinates": [[1.801, -1.612, -1.951], [1.812, -2.029, -0.781], [2.842, -1.986, -0.001], [2.533, -2.679, 1.135], [1.037, -2.768, 1.241], [0.740, -2.411, -0.093], [2.955, -3.683, 1.105], [2.947, -2.162, 2.001], [0.638, -2.094, 1.999], [0.760, -3.811, 1.399], [-0.044, 1.239, -3.603], [0.426, 1.586, -4.891], [1.825, 1.737, -4.986], [2.225, 2.264, -6.366], [1.566, 3.506, -6.499], [1.695, 4.106, -7.816], [0.355, 0.305, -3.208], [-1.133, 1.191, -3.585], [0.265, 1.958, -2.844], [2.162, 0.713, -4.824], [2.234, 2.345, -4.179], [1.913, 1.609, -7.179], [3.306, 2.394, -6.342], [2.733, 4.428, -7.891], [1.103, 5.018, -7.895], [1.374, 3.443, -8.620], [2.804, 2.167, -0.567], [2.308, 2.044, 0.756], [3.431, 2.043, 1.689], [2.977, 1.939, 3.153], [2.365, 0.611, 3.240], [2.189, 0.086, 4.586], [3.422, 1.278, -0.696], [3.393, 3.056, -0.795], [1.927, 2.175, -1.214], [4.088, 2.893, 1.505], [4.154, 1.237, 1.570], [2.184, 2.677, 3.278], [3.851, 2.056, 3.793], [2.099, -1.000, 4.557], [1.265, 0.507, 4.982], [2.969, 0.345, 5.302], [-1.037, -5.735, 2.852], [-0.964, -4.326, 3.382], [-2.082, -3.877, 4.158], [-1.827, -2.462, 4.683], [-1.867, -1.635, 3.558], [-1.962, -0.228, 3.848], [-1.645, -5.909, 1.964], [-1.346, -6.330, 3.711], [-0.046, -6.070, 2.544], [-2.212, -4.537, 5.016], [-3.015, -3.986, 3.605], [-0.886, -2.438, 5.233], [-2.554, -2.229, 5.461], [-2.912, 0.151, 4.226], [-1.816, 0.220, 2.866], [-1.114, 0.140, 4.425], [-3.108, -3.501, -4.457], [-2.921, -3.452, -3.105], [-2.595, -2.155, -2.546], [-2.360, -2.368, -1.002], [-3.585, -2.476, -0.316], [-3.540, -2.592, 1.089], [-4.075, -3.070, -4.716], [-3.131, -4.543, -4.775], [-2.310, -3.051, -5.048], [-3.450, -1.510, -2.746], [-1.701, -1.850, -3.089], [-1.762, -1.563, -0.576], [-1.758, -3.252, -0.792], [-4.566, -2.699, 1.441], [-3.105, -1.695, 1.531], [-2.894, -3.372, 1.493], [-0.750, 3.935, 3.645], [-0.610, 2.533, 3.699], [0.179, 4.479, 3.475], [-1.477, 4.206, 2.880], [-1.171, 4.286, 4.587], [-0.757, 2.257, 2.792], [-0.359, 0.718, 0.765], [-0.305, 2.121, 1.023], [0.322, 0.197, 1.438], [-1.384, 0.347, 0.787], [-0.051, 0.478, -0.253], [0.614, 2.381, 1.114], [-0.762, 4.533, -1.378], [-1.630, 5.255, -2.245], [-1.100, 3.502, -1.276], [0.205, 4.464, -1.876], [-0.823, 5.031, -0.410], [-1.494, 4.957, -3.148]], "forces_ev_per_angstrom": [[-0.16, -1.46, 3.10], [-1.47, 2.51, -4.21], [2.05, 0.54, -0.53], [1.24, -1.20, 3.45], [0.80, -0.41, -0.19], [-2.04, -0.10, -1.13], [0.28, -0.01, -0.16], [0.21, 0.02, -0.09], [-0.50, -0.02, -0.38], [-0.47, 0.34, 0.22], [0.42, 0.07, 0.29], [-0.92, 0.56, 0.07], [-0.47, -1.30, -0.19], [-0.78, 0.47, 0.96], [-0.40, 0.83, -1.15], [0.42, -0.12, 1.33], [0.11, -0.49, -0.39], [0.08, 0.04, -0.36], [0.00, 0.57, 0.00], [1.00, -0.08, -0.16], [-0.05, 0.42, 0.02], [0.10, -0.33, 0.05], [0.29, -0.07, -0.31], [0.19, -0.19, -0.60], [-0.25, -0.18, 0.47], [0.22, -0.25, 0.03], [-0.39, -0.83, -0.07], [1.93, 0.61, 1.45], [-0.10, -0.05, 0.40], [-1.27, -1.10, -1.84], [1.09, 0.11, 1.16], [-0.59, 0.89, -0.66], [0.05, -0.01, -0.76], [0.05, 0.27, 0.48], [0.15, -0.23, -0.11], [-0.43, 0.70, 0.16], [-0.48, -0.78, -0.69], [0.11, 0.20, 0.71], [-0.19, 0.02, 0.25], [0.05, 0.07, -0.33], [-0.16, -0.06, 0.12], [0.42, 0.13, -0.32], [0.12, 1.53, 1.42], [0.07, -1.27, -1.23], [0.48, -0.83, 0.41], [-0.22, -1.24, -0.57], [-0.29, 1.27, 0.80], [0.91, -0.18, -1.34], [-0.60, 0.56, 0.23], [-0.20, -0.36, -0.28], [0.25, 0.49, 0.35], [0.14, -0.23, 0.35], [-0.07, 0.49, -0.27], [0.56, 0.08, -0.29], [-0.61, 0.19, -0.21], [-0.13, -0.53, 0.34], [-0.21, 0.15, 0.11], [-0.12, -0.18, 0.42], [-0.45, -0.23, -1.05], [0.60, 0.01, 2.01], [-0.28, -1.99, 0.61], [-0.01, 0.24, -0.50], [-0.70, -0.26, -0.48], [0.45, 0.81, -0.19], [-0.12, 0.30, -0.37], [-0.08, -0.14, 0.20], [0.19, 0.44, 0.02], [0.11, 0.44, 0.23], [0.20, 0.57, 0.40], [0.00, 0.52, -0.16], [0.08, -0.35, -0.49], [0.11, -0.13, -0.05], [-0.13, 0.32, 0.04], [-0.02, -0.57, -0.41], [-0.70, 0.25, 0.35], [0.14, 0.23, 0.57], [0.24, -0.10, -0.13], [0.09, 0.17, -0.19], [0.11, -0.01, 0.14], [0.26, -0.38, -0.56], [0.49, 0.16, -0.60], [-1.43, -0.31, -0.07], [-0.28, -0.24, 0.19], [-0.02, 0.25, 0.56], [0.34, 0.17, -0.26], [0.57, -0.20, -0.15], [-0.61, -0.37, -0.91], [-0.31, 0.29, 0.03], [-0.15, -0.10, 0.31], [0.52, 0.32, 0.69], [0.55, -0.10, -0.13], [0.01, -0.08, 0.00]], "mulliken_charge": [-0.657, 0.587, -0.327, -0.433, 0.849, -0.159, 0.276, 0.239, -0.192, -0.207, -0.250, -0.422, -0.324, -0.634, -0.251, -0.776, 0.238, 0.406, -0.140, 0.405, 0.164, 0.377, 0.353, 0.302, 0.235, 0.305, -0.709, -0.226, -0.867, -0.392, 0.018, -0.927, 0.393, 0.356, -0.041, 0.491, 0.367, 0.049, 0.459, 0.239, 0.225, 0.393, -0.886, -0.228, -0.654, -0.622, 0.157, -0.329, 0.305, 0.412, 0.251, 0.466, 0.319, 0.294, 0.425, 0.364, -0.389, 0.254, -0.768, -0.351, -0.631, 0.592, -0.457, -0.296, 0.300, 0.258, 0.288, 0.408, 0.283, -0.363, 0.236, 0.372, 0.122, -0.044, -0.785, -0.388, 0.259, 0.300, 0.268, 0.384, -0.455, -0.852, 0.304, 0.447, -0.029, 0.643, -0.253, -0.577, 0.092, 0.203, 0.264, 0.295]}